Record 1
DFT (ωB97M-V/def2-TZVPD) results for a 2-piece molecular cluster, C4H15N2S2 overall.

charge: +1
lowest unoccupied orbital energy: -3.1251 eV

Each atom is followed by the atoms it is bonded to, with distances in Å.
Cartesian coordinates (Å):
1 C 0.55 -1.86 -1.26  C2 1.529, N4 1.490, H5 1.092, H6 1.089
2 C 0.21 -0.60 -2.06  C1 1.529, S3 1.834, H7 1.088, H8 1.087
3 S 1.44 -0.57 -3.42  C2 1.834, H9 1.340
4 N -0.21 -1.90 0.02  C1 1.490, H10 1.020, H11 1.021
5 H 1.62 -1.89 -1.04  C1 1.092
6 H 0.34 -2.72 -1.88  C1 1.089
7 H 0.38 0.32 -1.50  C2 1.088
8 H -0.80 -0.68 -2.45  C2 1.087
9 H 0.89 0.41 -4.15  S3 1.340
10 H -0.16 -2.86 0.36  N4 1.020
11 H -1.20 -1.77 -0.20  N4 1.021
12 H 0.35 -0.75 0.94  N16 1.132
13 C 0.37 1.38 1.50  C14 1.511, N16 1.495, H17 1.087, H18 1.083
14 C -1.12 1.51 1.32  C13 1.511, S15 1.826, H19 1.090, H20 1.088
15 S -1.49 3.19 0.71  C14 1.826, H21 1.345
16 N 0.77 -0.04 1.71  H12 1.132, C13 1.495, H22 1.019, H23 1.016
17 H 0.88 1.74 0.61  C13 1.087
18 H 0.72 2.00 2.32  C13 1.083
19 H -1.48 0.83 0.55  C14 1.090
20 H -1.67 1.32 2.24  C14 1.088
21 H -2.63 3.42 1.37  S15 1.345
22 H 1.78 -0.07 1.69  N16 1.019
23 H 0.45 -0.38 2.62  N16 1.016


Record 2
DFT (ωB97M-V/def2-TZVPD) results for a 2-piece molecular cluster, C4H15N3O overall.

charge: 0
lowest unoccupied orbital energy: 0.9762 eV

Each atom is followed by the atoms it is bonded to, with distances in Å.
Cartesian coordinates (Å):
1 C -0.20 -0.47 -2.88  N2 1.460, H8 1.095, H9 1.096, H10 1.091
2 N 0.08 -0.36 -1.45  C1 1.460, C3 1.458, H11 1.000
3 C -0.33 0.93 -0.91  N2 1.458, C4 1.530, H12 1.102, H13 1.086
4 C -0.23 0.91 0.62  C3 1.530, N5 1.470, H14 1.090, H15 1.082
5 N -1.37 0.28 1.30  C4 1.470, C6 1.440, H16 1.008
6 C -1.25 -1.11 1.66  N5 1.440, N7 1.463, H17 1.077, H18 1.096
7 N -1.60 -2.05 0.60  C6 1.463, H19 0.998, H20 1.009
8 H -1.26 -0.55 -3.12  C1 1.095
9 H 0.19 0.42 -3.39  C1 1.096
10 H 0.38 -1.29 -3.30  C1 1.091
11 H -0.51 -1.03 -1.00  N2 1.000
12 H -1.35 1.23 -1.18  C3 1.102
13 H 0.33 1.70 -1.30  C3 1.086
14 H 0.65 0.32 0.89  C4 1.090
15 H -0.09 1.92 0.99  C4 1.082
16 H -2.22 0.51 0.81  N5 1.008
17 H -0.22 -1.27 1.94  C6 1.077
18 H -1.85 -1.27 2.57  C6 1.096
19 H -1.14 -2.93 0.70  N7 0.998
20 H -2.59 -2.25 0.58  N7 1.009
21 O 4.14 1.71 1.09  H22 0.970, H23 0.967
22 H 4.49 2.53 1.48  O21 0.970
23 H 4.93 1.33 0.69  O21 0.967